No. 1
The following is a DFT calculation (the ωB97M-V functional and the def2-TZVPD basis) of a structure of composition C5H13NO.

Geometry (Å):
C  0.76629  -0.42985  0.85967
C  -0.60278  -0.76181  0.43871
C  -1.16942  0.86892  -0.61506
C  1.88128  -0.95439  -0.02938
C  -0.40626  1.07715  -1.89088
N  -1.61235  -0.83754  1.46542
O  0.80164  1.13375  0.76662
H  0.90763  1.61841  1.61130
H  0.97361  -0.62732  1.91486
H  -0.69492  -1.56991  -0.28320
H  -1.62294  -1.73238  1.94597
H  -1.55007  -0.08282  2.13947
H  -1.44754  1.79961  -0.12374
H  -2.11136  0.34149  -0.75042
H  2.15564  -1.97302  0.26267
H  1.57143  -0.99990  -1.07544
H  2.77669  -0.33257  0.03592
H  0.50640  1.65445  -1.71935
H  -0.12652  0.13162  -2.35583
H  -0.99646  1.67611  -2.59732

Output
Gap between HOMO and LUMO (eV): 9.227
Highest occupied orbital energy (Eh): -0.3072
Spin multiplicity: 1
Lowest unoccupied orbital energy (eV): 0.867

***

No. 2
The following is a DFT calculation (the ωB97M-V functional and the def2-TZVPD basis) of a cluster of 2 separate species, C5H13NO in total.

Geometry (Å):
C  2.52207  -0.36978  -0.60299
C  1.05707  -0.07712  -0.87380
C  0.36118  0.30753  0.71392
N  0.66109  1.61681  1.05704
O  0.36623  -0.58401  1.54044
H  3.02678  -0.68978  -1.51604
H  2.61216  -1.16599  0.13546
H  3.03818  0.50884  -0.21383
H  0.56103  -0.96719  -1.26521
H  0.93319  0.77263  -1.54916
H  1.10675  1.72441  1.95557
H  0.95653  2.25320  0.33447
C  -1.97911  0.32346  0.01465
C  -2.37648  -1.13564  0.11534
H  -2.48573  0.84696  -0.79785
H  -2.17765  0.86914  0.93322
H  -0.77428  0.28634  -0.41984
H  -1.71701  -1.63900  0.82311
H  -3.40355  -1.24479  0.46525
H  -2.28846  -1.63604  -0.84974

Output
Gap between HOMO and LUMO (eV): 9.845
Highest occupied orbital energy (Eh): -0.3290
Spin multiplicity: 1
Lowest unoccupied orbital energy (eV): 0.892
Structure (SMILES): CCC(N)=O.CC

***

No. 3
The following is a DFT calculation (the ωB97M-V functional and the def2-TZVPD basis) of a cluster of 2 separate species, C5H13NO in total.

Geometry (Å):
C  -0.97637  -0.55968  -2.13071
C  0.24507  -0.32276  -1.68972
C  1.41770  -1.24391  -1.81664
O  0.52175  0.87557  -1.06007
H  -1.19141  -1.47220  -2.66830
H  -1.75582  0.17233  -1.98773
H  1.18611  -2.06974  -2.49068
H  2.27936  -0.69356  -2.19087
H  1.67303  -1.67076  -0.84488
H  0.81199  0.68729  -0.15280
C  -0.97184  1.57147  1.97605
C  -0.89423  0.06542  2.05037
N  0.51559  -0.35045  2.04641
H  -0.31746  1.94789  1.18900
H  -1.98518  1.92494  1.78850
H  -0.64182  2.06574  2.89705
H  -1.44992  -0.29498  2.92512
H  -1.35707  -0.37514  1.16623
H  1.01303  0.14577  2.77938
H  0.58166  -1.33617  2.27202

Output
Gap between HOMO and LUMO (eV): 9.902
Highest occupied orbital energy (Eh): -0.3288
Spin multiplicity: 1
Lowest unoccupied orbital energy (eV): 0.956
Structure (SMILES): C=C(C)O.CCN

***

No. 4
The following is a DFT calculation (the ωB97M-V functional and the def2-TZVPD basis) of a cluster of 2 separate species, C5H13NO in total.

Geometry (Å):
C  0.26296  1.61581  0.91184
C  0.64061  0.18702  1.25751
C  0.82706  -0.79559  0.06494
C  -0.50716  -1.42744  -0.35748
C  -1.37291  -0.56088  -1.23827
O  0.52137  1.04365  -2.35669
N  -0.16800  -0.49679  2.17139
H  0.26484  2.27902  1.78014
H  -2.18065  -1.12193  -1.70923
H  0.95623  2.00784  0.17267
H  1.64450  0.19021  1.73600
H  1.29309  -0.26580  -0.76714
H  1.52033  -1.57965  0.37380
H  -0.32230  -2.36740  -0.87417
H  -1.03776  -1.65534  0.59775
H  -1.84139  0.24498  -0.67082
H  0.50855  1.18373  -3.30109
H  -0.71732  -0.02574  -2.00232
H  -0.97530  0.11976  2.33314
H  -0.71635  1.68956  0.44362

Output
Gap between HOMO and LUMO (eV): 3.817
Highest occupied orbital energy (Eh): -0.2837
Spin multiplicity: 1
Lowest unoccupied orbital energy (eV): -3.902

***

No. 5
The following is a DFT calculation (the ωB97M-V functional and the def2-TZVPD basis) of an isolated molecule of C5H13NO.

Geometry (Å):
C  1.45329  -0.17830  1.93143
C  0.02069  -0.32815  1.36058
C  -0.02502  -0.17104  -0.22197
C  -1.10550  -1.11306  -0.84928
O  -0.92847  -2.41848  -0.30823
N  -0.41492  1.22180  -0.44770
C  0.03003  1.75377  -1.75666
H  1.60370  -0.12799  3.00324
H  1.96068  -1.06084  1.54094
H  1.84132  0.80239  1.63109
H  -0.36591  -1.32578  1.58516
H  -0.71485  0.32333  1.85708
H  0.90446  -0.44693  -0.72150
H  -0.79539  -1.14690  -1.93509
H  -2.12974  -0.76600  -0.89335
H  -1.59280  -2.51626  0.37779
H  0.05864  1.78844  0.25116
H  -0.47802  1.18942  -2.56337
H  1.09137  1.78789  -1.98160
H  -0.41352  2.73271  -1.85972

Output
Gap between HOMO and LUMO (eV): 10.077
Highest occupied orbital energy (Eh): -0.3326
Spin multiplicity: 1
Lowest unoccupied orbital energy (eV): 1.027
Structure (SMILES): CC[C@@H](CO)NC

***

No. 6
The following is a DFT calculation (the ωB97M-V functional and the def2-TZVPD basis) of a cluster of 2 separate species, C5H13NO in total.

Geometry (Å):
C  -0.67787  -1.57961  -1.20028
C  -1.06133  -0.09678  -0.95899
C  -2.21339  0.34163  -1.89028
C  -0.55463  0.53851  0.15209
C  -1.41563  1.50681  1.02616
N  0.77699  0.17811  0.55580
H  -1.56969  -2.09683  -0.83278
H  -0.64998  -1.77164  -2.28966
H  0.23414  -1.83032  -0.71982
H  -2.51596  1.34194  -1.61374
H  -1.74401  0.71936  -2.88870
H  -3.12855  -0.28557  -1.96356
H  -0.77268  1.67998  1.90384
H  -2.14500  0.68065  1.55562
H  -1.69327  2.48283  0.77989
H  1.13517  -0.52890  -0.13609
H  1.48316  0.90250  0.76724
O  4.10178  -0.60580  1.77586
H  4.50458  -1.57098  1.91222
H  4.14595  -0.38673  2.65584

Output
Gap between HOMO and LUMO (eV): 7.866
Highest occupied orbital energy (Eh): -0.2601
Spin multiplicity: 1
Lowest unoccupied orbital energy (eV): 0.790
Structure (SMILES): CC(C)=C(C)N.O

***

No. 7
The following is a DFT calculation (the ωB97M-V functional and the def2-TZVPD basis) of the ion C5H13NO with charge +1.

Geometry (Å):
C  -1.19168  0.28950  1.38523
O  -1.71841  0.66674  2.67761
C  0.25283  0.77497  1.31216
C  1.00228  0.28786  0.09329
C  0.26941  0.50886  -1.26253
C  0.85433  -0.50318  -2.27625
N  0.72553  -1.88958  -1.95060
H  -1.29965  -0.80041  1.34863
H  -1.78250  0.81311  0.62907
H  -2.66717  0.67247  2.56013
H  0.17323  1.86915  1.15921
H  0.66160  0.66721  2.32181
H  1.85784  0.93637  -0.10764
H  1.38696  -0.73253  0.13087
H  -0.83627  0.40232  -1.36369
H  0.48062  1.51882  -1.63404
H  0.28986  -0.45952  -3.21829
H  1.91181  -0.24499  -2.43209
H  1.48650  -2.19434  -1.34424
H  -0.22140  -2.21083  -1.74457

Output
Gap between HOMO and LUMO (spin up / spin down) (eV): 9.934 / 4.604
Highest occupied orbital energy (spin up / spin down) (Eh): -0.4951 / -0.4951
Spin multiplicity: 2
Total charge: +1
Lowest unoccupied orbital energy (spin up / spin down) (eV): -3.539 / -8.868

***

No. 8
The following is a DFT calculation (the ωB97M-V functional and the def2-TZVPD basis) of a cluster of 2 separate species, C5H13NO in total.

Geometry (Å):
C  -2.27502  -0.08102  -0.26257
C  -1.29692  0.61374  0.77035
C  0.14171  0.50835  0.39420
C  1.09763  0.26503  1.29918
C  2.52599  -0.09708  1.09695
N  -2.25457  0.53142  -1.52562
H  -3.28597  -0.20728  0.11628
H  -1.85515  -1.08607  -0.41541
H  -1.44387  0.11924  1.72138
H  -1.61618  1.65386  0.82607
H  0.42745  0.67059  -0.64097
H  0.84421  0.31269  2.35805
H  2.66888  -0.72544  0.22748
H  2.95220  -0.64250  1.93251
H  3.17675  0.75222  0.88944
H  -2.93023  1.23510  -1.80219
H  -1.36229  0.53931  -2.00252
H  0.70066  -1.39190  -1.58553
H  2.22369  -1.63095  -1.38565
O  1.56104  -1.33934  -2.01144

Output
Gap between HOMO and LUMO (spin up / spin down) (eV): 10.541 / 5.012
Highest occupied orbital energy (spin up / spin down) (Eh): -0.5068 / -0.4956
Spin multiplicity: 2
Total charge: +1
Lowest unoccupied orbital energy (spin up / spin down) (eV): -3.250 / -8.474

***

No. 9
The following is a DFT calculation (the ωB97M-V functional and the def2-TZVPD basis) of the ion C5H13NO with charge +1.

Geometry (Å):
C  0.78959  0.94925  2.06551
C  0.02290  -0.01732  1.13100
N  0.59472  -0.04509  -0.24168
C  1.94166  -0.72709  -0.28309
C  -0.38588  -0.58725  -1.17335
C  -1.54188  0.40977  -1.38803
O  -2.71459  -0.38934  -1.23188
H  0.60501  2.00842  1.94635
H  1.86746  0.80695  1.99581
H  0.51027  0.82014  3.11846
H  -0.98229  0.35678  0.99475
H  -0.08416  -0.99748  1.60769
H  2.40543  -0.34483  0.61243
H  1.90962  -1.82315  -0.23859
H  2.44185  -0.44398  -1.20706
H  0.10224  -0.76404  -2.12606
H  -0.86691  -1.54412  -0.92862
H  -1.52471  0.93586  -2.34210
H  -1.64128  1.29909  -0.73493
H  -3.44906  0.09743  -1.57662

Output
Gap between HOMO and LUMO (spin up / spin down) (eV): 11.915 / 6.572
Highest occupied orbital energy (spin up / spin down) (Eh): -0.5333 / -0.5328
Spin multiplicity: 2
Total charge: +1
Lowest unoccupied orbital energy (spin up / spin down) (eV): -2.596 / -7.926

***

No. 10
The following is a DFT calculation (the ωB97M-V functional and the def2-TZVPD basis) of a cluster of 2 separate species, C5H13NO2 in total.

Geometry (Å):
O  -0.37279  -0.80165  1.81606
C  0.37517  -0.41846  0.83148
C  0.24638  -1.04639  -0.52446
C  0.61712  -0.14333  -1.76196
C  1.60108  1.00070  -1.54951
C  1.54601  2.22325  -2.48050
N  -1.08320  -1.59328  -0.76704
H  1.17028  0.31671  1.02374
H  0.92173  -1.91821  -0.61403
H  -0.34457  0.25518  -2.09285
H  0.98175  -0.85845  -2.50229
H  1.49595  1.35375  -0.52551
H  2.61117  0.58506  -1.58693
H  0.94523  2.13797  -3.37103
H  1.21894  3.10096  -1.90892
H  2.55687  2.47303  -2.82574
H  -1.12798  -2.50692  -0.33986
H  -1.81864  -0.98894  -0.43567
H  -1.79973  0.45804  3.45654
H  -2.51535  -0.24730  4.64468
O  -2.59926  0.47552  4.00363

Output
Gap between HOMO and LUMO (spin up / spin down) (eV): 3.982 / 7.421
Highest occupied orbital energy (spin up / spin down) (Eh): -0.0017 / -0.1319
Spin multiplicity: 2
Total charge: -1
Lowest unoccupied orbital energy (spin up / spin down) (eV): 3.935 / 3.832

***

No. 11
The following is a DFT calculation (the ωB97M-V functional and the def2-TZVPD basis) of a cluster of 2 separate species, C5H13NO2 in total.

Geometry (Å):
C  0.80580  -1.88243  -0.28891
C  0.80394  -0.41690  0.12395
O  2.08344  0.01138  0.56218
C  0.24464  0.52658  -0.90283
N  0.91988  1.77445  -0.96021
O  -0.05763  -0.04109  -2.15848
H  1.54561  -2.06070  -1.07092
H  -0.17590  -2.17099  -0.65704
H  1.04947  -2.51208  0.56680
H  0.04090  -0.31070  1.02054
H  2.26036  -0.38396  1.42200
H  -0.87967  0.76155  -0.43895
H  0.62640  2.33404  -1.74815
H  1.92578  1.68389  -0.90258
H  0.76863  -0.30562  -2.58436
C  -2.13107  0.83286  0.73532
C  -1.62664  0.11725  1.78215
H  -2.15718  1.91322  0.79119
H  -2.90958  0.40748  0.11549
H  -1.18519  0.61997  2.63137
H  -1.95199  -0.89821  1.96144

Output
Gap between HOMO and LUMO (eV): 9.476
Highest occupied orbital energy (Eh): -0.3182
Spin multiplicity: 1
Lowest unoccupied orbital energy (eV): 0.817
Structure (SMILES): C[C@@H](O)[C@@H](N)O.C=C

***

No. 12
The following is a DFT calculation (the ωB97M-V functional and the def2-TZVPD basis) of a cluster of 2 separate species, C5H13NO2 in total.

Geometry (Å):
C  0.12513  -0.72131  -0.10033
C  -0.47565  0.33707  -0.83819
C  1.15422  1.10645  -1.41756
C  -2.15043  -1.17165  1.54171
C  1.91489  1.84191  -0.34270
N  -1.84759  -1.05921  0.13509
O  0.69581  -1.75717  -0.74293
O  0.66534  -0.52045  1.12224
H  0.03081  -0.01051  1.64734
H  1.44432  -2.04806  -0.19843
H  -1.88773  -1.97845  -0.30328
H  -0.88803  1.15427  -0.25913
H  -0.92088  0.07740  -1.78971
H  1.77628  0.38444  -1.94850
H  0.75232  1.79122  -2.16694
H  -3.17038  -1.53666  1.73420
H  -1.47122  -1.83420  2.11314
H  -2.12255  -0.17227  2.00445
H  2.48442  1.15095  0.28583
H  2.64684  2.53796  -0.76968
H  1.24407  2.42826  0.29338

Output
Gap between HOMO and LUMO (eV): 8.336
Highest occupied orbital energy (Eh): -0.2824
Spin multiplicity: 1
Lowest unoccupied orbital energy (eV): 0.652

***

Respective energy above the lowest of the compared OMol25 structures with the same formula, charge and spin values: 299.5, 232.4, 118.6, 737.1, 163.1, 322.0, 209.9, 192.5, 174.7, 118.5, 321.1, 436.4 kJ/mol.
Respective largest force on an atom values: 3.9, 5.4, 0.5, 1.2, 2.8, 5.7, 2.7, 1.3, 5.6, 1.3, 2.9, 7.0 eV/Å.